1.
C23H31CaCl2N7SSe as an isolated structure at a distorted geometry. Source: the Open Molecules 2025 dataset; level of theory: wB97M-V/def2-TZVPD.

Last column: Löwdin charge in e.
CARTESIAN COORDINATES (ANGSTROEM)
1 Ca -1.696 0.149 -0.591  1.1639
2 Cl 1.090 -0.868 0.137  1.0897
3 C 0.535 -0.473 1.889  -0.2579
4 C 1.581 -0.233 2.748  -0.0999
5 C 1.381 0.403 3.954  -0.0769
6 C 0.088 0.793 4.285  -0.1166
7 C -0.966 0.410 3.477  -0.6943
8 Cl -2.552 0.870 4.029  0.6586
9 C -0.820 -0.386 2.300  -0.7054
10 S -2.254 -1.166 1.676  0.5126
11 H 2.579 -0.521 2.424  0.1154
12 H 2.219 0.593 4.610  0.1087
13 H -0.118 1.357 5.184  0.1036
14 C -1.596 3.809 -0.812  -0.0675
15 N -0.829 3.688 0.417  -0.2037
16 C -1.661 3.353 1.564  -0.0643
17 C 0.303 2.822 0.338  -0.3623
18 N 0.113 1.690 -0.275  -0.0490
19 C 1.107 0.726 -0.580  -0.5059
20 C 2.192 0.947 -1.492  -0.1418
21 C 3.383 0.416 -1.877  -0.1215
22 C 4.087 -0.828 -1.513  -0.1231
23 C 3.640 -1.705 -0.611  -0.1569
24 C 2.431 -1.385 0.100  -0.3847
25 N -0.101 -1.777 -0.468  -0.2719
26 C -0.769 -2.702 -1.115  -0.4234
27 N -1.343 -3.747 -0.438  -0.1523
28 C -2.758 -4.047 -0.650  -0.0498
29 C -0.811 -4.153 0.853  -0.0585
30 N -0.634 -2.791 -2.478  -0.1047
31 C -1.299 -3.843 -3.247  -0.0501
32 C -0.439 -1.551 -3.227  -0.0294
33 N 1.402 3.306 0.943  -0.0890
34 C 2.640 2.555 1.136  -0.0236
35 C 1.461 4.640 1.526  -0.0384
36 H -2.319 4.615 -0.681  0.0917
37 H -2.151 2.903 -1.089  0.0540
38 H -0.936 4.069 -1.639  0.0950
39 H -2.420 4.122 1.706  0.0954
40 H -1.055 3.289 2.469  0.0848
41 H -2.181 2.386 1.450  0.0653
42 H 1.956 1.876 -2.015  0.1185
43 H 3.883 1.008 -2.635  0.0804
44 H 5.026 -1.015 -2.022  0.0943
45 H 4.185 -2.609 -0.373  0.0854
46 H -3.144 -3.517 -1.518  0.0560
47 H -3.329 -3.719 0.222  0.0798
48 H -2.915 -5.118 -0.796  0.0952
49 H 0.061 -3.556 1.107  0.0799
50 H -0.517 -5.205 0.802  0.0919
51 H -1.558 -4.022 1.636  0.0635
52 H -1.206 -4.790 -2.722  0.0930
53 H -0.787 -3.919 -4.205  0.0921
54 H -2.349 -3.618 -3.441  0.0381
55 H 0.284 -0.913 -2.715  0.0730
56 H -1.385 -1.023 -3.387  0.0648
57 H -0.029 -1.800 -4.203  0.0976
58 H 2.494 1.496 0.976  0.0552
59 H 2.978 2.713 2.161  0.0947
60 H 3.408 2.916 0.450  0.1024
61 H 0.632 5.244 1.179  0.0861
62 H 2.404 5.107 1.236  0.0919
63 H 1.433 4.572 2.616  0.0931
64 Se -4.694 -1.695 -3.846  0.5050
65 C -3.948 -0.461 -2.815  -1.0003
66 N -3.405 0.315 -2.122  -0.1476

Results
2S+1: 1
HOMO-LUMO gap in eV: 6.1
Highest occupied orbital energy in eV: -6.013
Energy in a.u.: -5675.441493

---

2.
C23H31CrIN4O6S2 as an isolated structure at a distorted geometry. Source: the Open Molecules 2025 dataset; level of theory: wB97M-V/def2-TZVPD.

Last column: Mulliken spin population.
CARTESIAN COORDINATES (ANGSTROEM)
1 Cr 0.314 -0.066 -0.568  3.3232
2 N 2.665 -0.217 -0.438  0.0635
3 C 3.430 0.656 -1.340  0.0325
4 C 3.196 2.135 -1.013  -0.0047
5 C 1.844 2.618 -1.512  0.0284
6 N 0.764 2.120 -0.632  -0.0387
7 H 3.190 -0.384 0.411  0.0064
8 H 2.475 -1.123 -0.859  -0.0041
9 H 3.096 0.462 -2.361  -0.0193
10 H 4.504 0.452 -1.310  0.0033
11 H 3.982 2.729 -1.481  -0.0009
12 H 3.261 2.294 0.068  -0.0024
13 H 1.677 2.256 -2.527  -0.0118
14 H 1.824 3.711 -1.542  0.0003
15 H -0.114 2.542 -0.920  0.0153
16 H 0.932 2.468 0.307  0.0071
17 O -1.075 -1.960 2.478  0.0003
18 S -0.459 -2.438 1.253  -0.0173
19 O 0.093 -3.751 1.326  -0.0032
20 O 0.606 -1.432 0.837  -0.0727
21 C -1.746 -2.394 0.015  0.0143
22 C -3.045 -2.286 0.493  0.0179
23 C -4.114 -2.294 -0.388  0.0031
24 C -3.890 -2.427 -1.752  0.0030
25 C -2.595 -2.554 -2.229  0.0181
26 C -1.515 -2.531 -1.354  -0.0093
27 S 0.101 -2.821 -2.089  0.0135
28 O -0.105 -2.674 -3.512  0.0017
29 O 0.589 -4.070 -1.614  0.0004
30 O 0.943 -1.660 -1.600  -0.0023
31 H -3.189 -2.192 1.560  -0.0007
32 H -5.124 -2.208 -0.010  0.0001
33 H -4.723 -2.443 -2.441  0.0000
34 H -2.388 -2.689 -3.282  -0.0001
35 I -4.308 1.085 -4.141  -0.0004
36 C -2.264 0.686 -3.958  -0.0104
37 C -1.492 0.349 -5.060  0.0059
38 C -0.147 0.105 -4.849  0.0007
39 C 0.364 0.175 -3.569  0.0641
40 N -0.381 0.483 -2.496  -0.1011
41 C -1.679 0.751 -2.711  0.0299
42 H -1.926 0.274 -6.047  -0.0002
43 H 0.498 -0.173 -5.669  -0.0001
44 H 1.405 -0.044 -3.392  -0.0077
45 H -2.269 1.033 -1.850  -0.0081
46 C 1.865 -0.933 3.920  0.0025
47 N 1.674 0.540 3.925  -0.0005
48 C 2.921 1.202 4.374  -0.0001
49 C 1.216 1.148 2.614  0.0148
50 C -0.278 1.057 2.315  -0.1223
51 C -1.142 1.406 3.348  -0.0098
52 C -2.513 1.428 3.165  0.0180
53 C -3.023 1.135 1.915  0.0004
54 C -2.157 0.811 0.880  -0.1247
55 C -0.773 0.740 1.028  -0.0560
56 H 2.275 -1.243 4.879  0.0000
57 H 2.538 -1.216 3.116  -0.0009
58 H 0.912 -1.420 3.762  -0.0004
59 H 0.930 0.727 4.599  0.0002
60 H 3.695 1.045 3.626  0.0000
61 H 3.254 0.773 5.316  0.0000
62 H 2.766 2.270 4.510  0.0001
63 H 1.775 0.687 1.803  -0.0142
64 H 1.484 2.204 2.701  0.0030
65 H -0.754 1.686 4.325  -0.0006
66 H -3.172 1.677 3.985  0.0009
67 H -4.090 1.165 1.736  -0.0014
68 H -2.608 0.559 -0.073  -0.0466

Results
2S+1: 4
HOMO-LUMO gap (spin up / spin down) in eV: 8.3 / 8.8
Highest occupied orbital energy (spin up / spin down) in eV: -11.557 / -11.641
Energy in a.u.: -3703.827455
Total charge: +1

---

3.
C23H31F5MoN3O12P3S4 as an isolated structure at a distorted geometry. Source: the Open Molecules 2025 dataset; level of theory: wB97M-V/def2-TZVPD.

Last column: Mulliken spin population.
CARTESIAN COORDINATES (ANGSTROEM)
1 Mo 0.226 -0.166 0.058  2.1153
2 C -4.908 3.144 -0.576  0.0003
3 C -4.597 1.996 0.366  -0.0013
4 O -3.869 2.452 1.499  -0.0005
5 P -2.248 2.464 1.634  0.0125
6 S -1.835 0.477 1.272  -0.0530
7 S -1.380 3.871 0.663  0.0023
8 O -2.190 2.729 3.204  -0.0007
9 C -2.652 1.747 4.138  -0.0023
10 C -3.246 2.473 5.323  0.0002
11 H -5.360 2.768 -1.496  -0.0001
12 H -3.995 3.687 -0.821  0.0000
13 H -5.599 3.849 -0.111  0.0000
14 H -4.046 1.194 -0.132  0.0012
15 H -5.515 1.556 0.761  -0.0007
16 H -1.789 1.141 4.421  0.0006
17 H -3.390 1.095 3.668  0.0021
18 H -2.496 3.098 5.808  0.0000
19 H -3.625 1.756 6.053  -0.0001
20 H -4.068 3.112 5.000  0.0000
21 C 4.825 -1.285 1.718  -0.0115
22 C 3.644 -1.292 2.614  0.7281
23 O 3.926 -1.035 3.918  0.1220
24 P 1.951 -1.541 2.160  0.1157
25 O 1.582 -2.178 3.624  0.0022
26 O 1.844 -2.878 1.280  0.0147
27 O 0.720 -0.605 2.058  -0.0209
28 P 2.819 0.987 0.221  0.0303
29 O 3.089 1.257 1.862  0.0173
30 O 2.302 -0.632 0.352  -0.0009
31 O 1.384 1.598 0.020  0.0257
32 H 5.262 -2.287 1.639  0.0375
33 H 5.584 -0.621 2.136  0.0130
34 H 4.590 -0.957 0.707  0.0018
35 H 3.139 -1.255 4.439  -0.0080
36 H 0.622 -2.187 3.724  0.0020
37 H 2.174 -2.711 0.385  0.0053
38 H 3.336 2.185 1.962  0.0000
39 C 1.944 2.836 4.923  -0.0017
40 C 1.069 3.137 3.715  0.0009
41 O 0.457 1.985 3.192  -0.0019
42 H 2.383 3.751 5.328  0.0003
43 H 2.756 2.156 4.657  0.0014
44 H 1.351 2.361 5.705  -0.0005
45 H 1.650 3.653 2.936  0.0006
46 H 0.254 3.809 3.992  0.0001
47 H 1.141 1.387 2.861  0.0042
48 F -1.067 -2.513 2.218  -0.0019
49 C -1.211 -2.921 0.937  -0.0952
50 C -0.825 -2.115 -0.129  -0.0404
51 C -1.117 -2.694 -1.360  0.0114
52 F -0.915 -2.033 -2.521  -0.0029
53 C -1.661 -3.960 -1.535  -0.0239
54 F -1.890 -4.444 -2.769  -0.0007
55 C -1.984 -4.721 -0.432  0.0309
56 F -2.516 -5.944 -0.572  0.0016
57 C -1.765 -4.185 0.821  -0.0246
58 F -2.091 -4.899 1.911  -0.0006
59 N 0.453 -2.749 -8.009  -0.0001
60 C 0.949 -2.196 -6.830  0.0001
61 C 1.558 -0.944 -6.836  -0.0003
62 C 2.061 -0.405 -5.663  0.0007
63 C 1.976 -1.122 -4.480  0.0034
64 C 1.388 -2.383 -4.470  -0.0014
65 C 0.880 -2.917 -5.634  -0.0006
66 S 2.534 -0.437 -2.955  -0.0038
67 O 3.333 -1.426 -2.288  0.0013
68 O 3.078 0.859 -3.256  0.0019
69 N 1.140 -0.334 -2.105  -0.0013
70 C 0.277 0.660 -2.429  0.0123
71 S 0.304 1.893 -3.635  0.0020
72 C -1.245 2.434 -3.067  0.0037
73 C -1.639 1.730 -1.995  -0.0062
74 N -0.781 0.715 -1.637  -0.0200
75 H 0.205 -2.084 -8.723  0.0000
76 H -0.249 -3.460 -7.885  0.0000
77 H 1.626 -0.386 -7.762  -0.0001
78 H 2.527 0.571 -5.656  0.0000
79 H 1.321 -2.934 -3.543  -0.0002
80 H 0.414 -3.895 -5.623  0.0000
81 H -1.743 3.273 -3.520  0.0004
82 H -2.542 1.880 -1.431  0.0008

Results
2S+1: 4
HOMO-LUMO gap (spin up / spin down) in eV: 7.1 / 7.8
Highest occupied orbital energy (spin up / spin down) in eV: -4.903 / -5.691
Energy in a.u.: -5146.861891
Relative energy (zero: lowest compared OMol25 entry of this formula, charge and spin) in kJ/mol: 451.0
Total charge: -1

---

Q: What is the formula in the first record?
A: C23H31CaCl2N7SSe

---

Q: Which of these has the lowest 2S+1?
A: C23H31CaCl2N7SSe